Record 1
24
Properties=species:S:1:pos:R:3:forces:R:3 method="wB97M-V/def2-TZVPD" orbital_gap_ev=9.169 total_energy_ha=-646.03077 homo_ha=-0.32333 largest_force_ha_per_bohr=0.150
H -3.934160 -1.152692 -2.005150 0.6 1.2 1.1
N -3.440622 -1.293868 -1.107374 3.7 0.5 2.6
C -2.602752 -0.465533 -0.487338 -4.7 0.9 -2.4
C -1.626626 -0.610446 0.781429 2.1 3.4 -5.8
O -1.390797 0.898079 0.946394 1.4 -3.0 -0.3
C -0.241009 -1.312790 0.281880 0.7 1.4 -0.9
O 0.651572 -1.606468 1.423367 -3.1 -1.2 2.0
C 0.496955 -0.214166 -0.736825 -0.6 1.0 2.0
O -0.714204 0.407117 -1.366193 6.8 1.8 -3.1
C 1.300812 1.134157 -0.062267 -0.6 -0.1 -2.9
C 2.388449 0.826581 0.888572 0.3 1.0 -2.2
O 2.890784 -0.391953 0.247474 0.7 1.4 2.1
N 1.211520 2.181294 -0.806809 1.0 0.1 0.7
H 1.964834 2.969513 -0.659825 -2.0 -2.1 0.1
H -2.609981 0.755489 -0.723377 -0.5 -3.5 0.5
H -1.940716 -1.141349 1.586747 -1.4 -0.9 2.6
H -0.925919 0.998467 -0.004084 -1.7 0.4 2.5
H -0.371885 -2.203211 -0.448449 -0.2 1.0 1.7
H 0.076729 -1.967512 2.301346 2.2 1.5 -3.9
H 1.347218 -0.633339 -1.406410 -2.1 0.5 0.7
H -0.070922 1.222096 -1.836267 -2.7 -2.0 1.4
H 2.006836 1.115503 1.879495 0.5 -1.9 0.5
H 3.169774 1.542545 0.662665 0.3 0.3 0.2
H 2.364110 -1.057513 0.651001 -0.6 -1.7 0.6

---

Record 2
90
Properties=species:S:1:pos:R:3:forces:R:3 method="wB97M-V/def2-TZVPD" total_charge=+1 orbital_gap_ev=5.676 total_energy_ha=-3530.90307 homo_ha=-0.40100 largest_force_ha_per_bohr=0.138
N 3.580230 -4.061013 0.078139 -0.7 0.1 -0.4
C 3.304226 -2.843079 -0.452098 -1.0 5.5 -3.1
N 4.337974 -1.798011 -0.767836 -1.7 -0.6 0.9
C 3.633947 -0.502097 -0.495890 -1.2 -0.3 2.2
C 2.076627 -0.723131 -0.962743 3.7 2.0 -0.9
N 2.053298 -2.205719 -0.835796 1.1 -2.6 2.4
C 0.769134 -2.917622 -0.602760 0.5 -1.8 0.3
S -0.637143 -1.894157 0.043755 -7.0 -0.9 -0.1
O -1.500239 -2.853994 0.882741 3.6 2.8 -2.5
O -1.450186 -1.197808 -1.056413 3.8 -1.8 3.1
H 3.892598 -4.074001 1.071216 0.1 -0.1 -1.4
H 3.527701 -4.926388 -0.489233 -0.2 0.8 0.9
H 4.700069 -1.817615 -1.742884 -0.2 -0.5 0.8
H 3.542270 -0.525585 0.664177 0.3 0.4 -1.8
H 4.142859 0.488295 -0.755769 -0.6 -1.9 -0.2
H 1.539585 -0.049942 -0.203030 0.0 -1.7 -1.4
H 2.044535 -0.289142 -2.042162 -0.8 -1.3 1.7
H 0.362363 -3.484644 -1.532949 0.6 1.4 1.4
H 0.974879 -3.734248 0.203577 -0.6 1.5 -1.3
H -0.140532 -0.943461 0.962562 0.1 -0.8 -1.0
C 6.690484 1.817606 -3.536186 -0.4 -0.6 0.0
C 7.879656 2.419390 -3.450513 -0.3 1.8 -0.2
C 9.127567 1.641419 -3.205547 1.0 -0.3 0.1
O 10.199150 2.220929 -3.151687 -0.7 0.0 -0.1
C 9.009263 0.188024 -3.032399 0.1 0.2 0.0
C 7.820424 -0.411603 -3.114917 0.5 -1.2 0.2
C 6.576666 0.363627 -3.386785 -0.3 0.8 -0.2
O 5.503262 -0.221135 -3.473870 0.1 -0.4 0.4
O 7.696431 -1.765138 -2.953500 -0.6 1.2 -0.2
O 7.999558 3.771923 -3.584963 0.5 -1.7 0.3
H 5.777557 2.370268 -3.715762 0.1 0.0 0.0
H 9.919702 -0.363241 -2.837795 0.0 0.0 0.0
H 6.743925 -1.952918 -3.061103 0.3 0.0 -0.1
H 8.955035 3.960235 -3.485042 -0.2 0.1 0.0
C -5.054931 -5.038157 5.189209 0.4 -0.1 0.0
C -5.970013 -4.397599 4.458426 -1.2 -0.1 1.0
C -5.648585 -3.867955 3.102871 0.2 0.2 -0.7
O -6.515077 -3.302853 2.452689 0.1 -0.2 0.5
C -4.281185 -4.046586 2.600642 -0.3 0.2 -0.1
C -3.365952 -4.683866 3.332533 1.0 0.2 -0.9
C -3.694394 -5.237369 4.676072 -0.2 -0.3 0.8
O -2.835583 -5.831304 5.310737 -0.1 0.3 -0.5
O -2.087394 -4.855256 2.877757 -0.9 -0.2 1.0
O -7.240156 -4.202489 4.924248 1.2 0.1 -1.0
H -5.275450 -5.429522 6.173643 0.0 0.0 -0.1
H -4.056257 -3.641953 1.622692 0.0 0.0 0.0
H -1.623401 -5.344417 3.586716 -0.2 0.1 -0.1
H -7.706757 -3.718931 4.213131 0.0 -0.1 0.2
C -7.606682 -5.343600 -0.014790 0.4 -0.2 0.2
C -8.653339 -5.304951 -0.842304 -0.5 1.4 0.2
C -9.058426 -6.498843 -1.637644 -0.3 -0.6 -0.5
O -10.032373 -6.434054 -2.370887 0.4 0.3 0.4
C -8.252536 -7.719132 -1.505952 -0.3 0.2 -0.1
C -7.204334 -7.755788 -0.680746 0.4 -1.4 -0.3
C -6.816652 -6.570269 0.134393 0.1 0.7 0.4
O -5.861857 -6.644474 0.894441 -0.2 -0.3 -0.3
O -6.443536 -8.884664 -0.549858 -0.3 1.4 0.3
O -9.396911 -4.168271 -0.992988 0.4 -1.5 -0.3
H -7.302566 -4.485169 0.570109 0.0 0.0 0.0
H -8.546189 -8.573201 -2.101677 0.0 0.0 0.0
H -5.751838 -8.657399 0.103510 -0.2 -0.1 -0.1
H -10.093009 -4.396993 -1.641536 0.1 0.1 0.1
C -0.517781 3.314408 0.805807 0.5 -0.5 -0.3
C -0.910976 4.346799 1.556175 -1.8 0.2 -0.3
C 0.051384 5.091211 2.417578 0.5 0.6 0.6
O -0.337837 6.041459 3.075607 -0.1 -0.5 -0.5
C 1.447368 4.637694 2.439636 -0.2 0.1 0.1
C 1.838262 3.604632 1.692223 1.2 0.1 0.3
C 0.881568 2.878407 0.810883 -0.8 0.2 -0.2
O 1.279064 1.944360 0.123218 0.3 0.0 0.3
O 3.136483 3.170558 1.705046 -1.3 -0.1 -0.4
O -2.210870 4.762469 1.562892 1.7 0.0 0.4
H -1.205438 2.766810 0.174313 0.0 0.0 0.0
H 2.132372 5.175176 3.081885 0.0 0.0 0.0
H 3.164132 2.417408 1.083468 0.0 0.3 0.1
H -2.238845 5.521953 2.180290 -0.1 -0.1 -0.1
C 2.641305 8.300233 -0.956595 -0.3 -0.5 0.1
C 2.625330 9.627302 -1.101194 1.6 0.4 -0.2
C 1.351911 10.399871 -1.038767 -0.7 0.6 0.0
O 1.376363 11.614164 -1.156254 0.3 -0.6 0.0
C 0.103364 9.653420 -0.840162 0.2 0.2 0.0
C 0.119813 8.326659 -0.699219 -1.4 -0.2 0.2
C 1.395879 7.557977 -0.734211 0.8 -0.2 -0.1
O 1.374898 6.344406 -0.582815 -0.3 0.2 0.1
O -1.036312 7.618284 -0.516349 1.4 0.1 -0.1
O 3.776815 10.331076 -1.311268 -1.6 -0.3 0.2
H 3.558716 7.727880 -0.997501 0.0 0.0 0.0
H -0.815760 10.223610 -0.814471 0.0 0.0 0.0
H -0.759218 6.683413 -0.440953 -0.1 0.2 -0.1
H 3.500518 11.267403 -1.381231 0.1 -0.1 0.0

---

Record 3
73
Properties=species:S:1:pos:R:3:forces:R:3 method="wB97M-V/def2-TZVPD" total_charge=-1 orbital_gap_ev=7.685 total_energy_ha=-3119.70493 homo_ha=-0.21207 largest_force_ha_per_bohr=0.045
C -2.082757 -3.131018 3.073015 0.7 0.4 -0.8
C -1.279697 -2.580378 1.864450 -0.3 -0.2 -0.4
C -2.014546 -2.867702 0.532031 -0.6 0.1 1.7
F -1.281070 -3.704266 -0.314733 0.2 0.3 -0.2
C -2.532074 -1.625990 -0.183616 -0.5 -0.7 -1.7
O -3.537415 -0.973684 0.541987 0.7 0.5 0.4
P -3.267623 0.733450 0.683635 -0.4 0.3 0.0
C -4.285796 1.054574 -0.900253 -0.8 -1.1 0.1
C -5.578423 0.255042 -0.792061 0.4 0.4 0.2
N -6.284448 -0.033427 -1.799625 -0.4 -0.4 -0.3
O -2.533832 0.480605 2.234383 -0.3 0.2 -0.2
B -3.350275 0.715815 3.315898 0.5 0.3 0.1
O -3.088416 1.817682 4.090358 0.4 -0.3 0.5
O -4.394860 -0.096671 3.734047 -0.5 0.2 -0.1
P -2.819422 2.930553 0.738842 1.1 0.4 1.3
O -1.745924 3.334476 1.685493 0.2 0.1 0.1
O -4.205110 3.695748 1.169279 0.4 0.1 -1.2
O -2.374198 3.512541 -0.749441 -0.7 -0.3 0.4
O -1.730259 0.624399 -0.059143 0.6 -0.4 0.3
C -1.543145 -0.568501 -0.774954 -1.5 -0.3 -1.5
C -0.109060 -0.960249 -1.124225 1.0 1.3 0.7
C 0.924600 -0.582362 -0.016896 -0.7 -0.7 -0.8
C 1.282489 0.904479 -0.103308 0.7 -0.4 -0.3
C 2.146548 1.465349 1.033759 -1.8 0.2 -0.9
F 3.372079 1.825336 0.580059 0.8 -0.4 0.1
F 1.572210 2.619947 1.436465 0.0 0.4 0.5
C 2.262858 0.608311 2.306612 1.5 1.7 0.3
F 1.121193 0.379507 2.865277 -1.5 -0.7 0.1
F 2.965068 1.333112 3.204994 0.5 0.3 0.3
F 2.958225 -0.496620 2.131973 0.2 -1.1 -0.5
H -1.794516 -2.564485 3.961253 -0.2 -0.3 0.1
H -1.849912 -4.196012 3.170801 -0.2 0.1 0.3
H -3.145350 -2.985138 2.865611 0.1 0.0 0.3
H -0.293321 -3.057923 1.808202 -0.1 0.2 0.1
H -1.167507 -1.495496 1.957354 0.0 -0.2 0.1
H -2.903396 -3.453773 0.804003 0.0 0.1 -0.3
H -3.073883 -2.020416 -1.065021 0.5 -0.2 0.0
H -4.497415 1.030150 1.377131 -0.1 -0.4 0.0
H -3.820030 0.717087 -1.833507 0.1 0.3 0.1
H -4.614442 2.095636 -1.006337 0.4 0.0 0.1
H -5.930847 -0.054945 0.201433 0.4 0.2 0.0
H -7.089673 -0.565709 -1.461249 0.0 0.1 -0.3
H -2.230040 2.185392 3.826120 -0.4 0.2 -0.3
H -5.077843 -0.185676 3.057697 0.4 -0.3 0.0
H -3.987975 4.641261 1.222618 -0.2 -0.2 0.2
H -1.464879 3.188306 -0.841739 -0.2 0.2 -0.1
H -1.982375 -0.375105 -1.771172 0.1 -0.2 0.2
H 0.177849 -0.351902 -1.994718 -0.1 -0.2 0.0
H 0.011102 -2.000627 -1.430091 -0.4 0.0 0.2
H 0.483884 -0.893328 0.930536 0.3 0.3 0.1
H 1.816128 -1.187677 -0.225228 0.0 0.1 0.4
H 0.417515 1.555852 -0.234824 -0.1 -0.3 0.5
H 1.874764 1.028196 -1.021675 0.0 0.0 0.2
C 7.650387 1.980853 1.435198 -0.1 0.2 0.2
C 6.574769 1.153216 0.778700 -0.4 0.0 0.1
O 7.244050 0.629940 -0.372932 0.3 0.1 0.2
C 8.576506 0.632301 -0.113682 0.0 -0.1 -0.1
O 9.397104 0.109556 -0.796390 0.0 0.0 0.1
O 8.848397 1.311974 1.032119 -0.1 -0.1 -0.2
H 7.563432 2.001662 2.519127 0.2 -0.1 0.0
H 7.676429 3.006759 1.061864 0.0 0.0 0.0
H 6.246128 0.321281 1.404881 0.0 0.0 0.0
H 5.708529 1.741699 0.491691 0.0 -0.1 -0.2
C 1.991392 -2.230238 -5.492910 0.2 -0.2 -0.1
C 2.416258 -0.914054 -4.886234 0.3 0.1 0.0
O 1.171012 -0.247173 -4.684383 0.0 -0.3 -0.1
C 0.202126 -1.199224 -4.599376 -0.4 0.1 0.1
O -0.916440 -0.990276 -4.270273 0.0 0.0 -0.1
O 0.689208 -2.422247 -4.942730 0.1 0.3 0.0
H 2.650637 -3.052180 -5.221681 -0.2 -0.1 0.1
H 1.911319 -2.183138 -6.581465 0.0 0.0 0.0
H 2.910988 -1.038815 -3.920335 0.0 0.0 0.0
H 3.063013 -0.335622 -5.542687 -0.1 0.1 0.0

---

Record 4
16
Properties=species:S:1:pos:R:3:forces:R:3 method="wB97M-V/def2-TZVPD" total_charge=+1 orbital_gap_ev="8.181 / 9.121" total_energy_ha=-284.12536 homo_ha="-0.50111 / -0.50341" largest_force_ha_per_bohr=0.093
C 0.613539 0.185351 0.785438 0.4 -3.2 3.6
C 0.090977 -2.243690 1.790332 -0.1 2.6 -0.8
C -0.723542 1.041919 -2.499592 -2.3 -0.2 1.1
N -0.119293 0.150777 -0.262569 1.4 4.0 0.4
N 1.257322 0.974754 1.641529 -0.7 1.1 -2.3
N -0.173400 1.225584 -1.150750 -1.8 3.4 0.2
H -0.866801 -2.356385 1.382158 -0.9 -0.4 -0.8
H 0.147744 -1.871610 2.745477 -0.1 0.7 2.2
H 0.987350 -2.576958 1.423482 1.7 -1.2 -1.2
H 0.110368 0.851366 -3.056069 1.6 -0.7 -2.4
H -1.547628 0.300178 -2.582640 0.8 -0.1 0.1
H -1.255117 1.971034 -2.800560 0.9 -0.4 0.2
H -0.475654 -0.683891 -0.526826 -1.5 -3.1 -1.1
H 1.829958 0.590449 2.394429 -0.4 0.1 -0.5
H 1.382304 1.979653 1.390731 0.1 -1.0 0.5
H -0.812086 2.005831 -0.832959 1.1 -1.5 0.9

---

Record 5
27
Properties=species:S:1:pos:R:3:forces:R:3 method="wB97M-V/def2-TZVPD" s_squared=2.0126 orbital_gap_ev="8.999 / 6.221" total_energy_ha=-549.22741 spin_multiplicity=3 homo_ha="-0.31063 / -0.34183" largest_force_ha_per_bohr=0.086
C -2.540252 0.554979 1.009098 -2.4 -1.4 -3.2
C 1.241637 -1.626598 -1.139336 0.1 -0.1 0.9
C -0.274600 -2.293751 1.014721 -0.2 1.6 1.0
C 2.278782 1.114944 -0.044587 0.2 1.6 -2.1
C -0.028351 2.444186 -0.198880 -1.8 1.1 1.0
C 0.657642 -1.248349 0.306592 1.7 0.1 1.6
C 0.704496 1.129386 -0.386401 3.5 1.8 -0.2
N -3.808658 0.436129 0.564000 0.3 1.1 2.7
N -3.711172 -0.054363 -0.615753 -2.1 -0.8 -2.2
N -2.500845 -0.265941 -0.985875 1.0 -0.4 -0.5
N -1.781755 0.106758 0.035025 0.5 0.4 0.9
N 0.193823 0.160631 0.425703 -0.4 -4.1 -1.7
H -2.215635 0.936318 1.883203 0.9 1.1 2.7
H 2.267131 -2.109504 -0.941901 -1.5 1.1 -0.7
H 0.594711 -2.399311 -1.535347 -0.1 -0.1 -0.2
H 1.204782 -0.755788 -1.853058 0.5 -1.3 0.8
H 0.178455 -3.269885 1.291601 0.1 0.8 -0.6
H -1.163911 -2.417517 0.421670 -0.4 -0.4 -0.2
H -0.602724 -1.819128 2.008261 0.4 -0.7 -1.4
H 2.694729 1.980308 -0.651897 -0.3 -0.4 1.4
H 2.563434 1.134756 1.052396 -0.4 -0.1 -1.5
H 2.709218 0.306619 -0.673526 -0.1 0.0 1.3
H -0.663381 2.333348 0.738158 0.9 0.5 -1.1
H -0.761627 2.556279 -1.015597 0.2 -0.1 0.4
H 0.499513 3.431685 -0.148079 0.2 -1.3 0.0
H 1.568750 -1.280049 0.953255 -0.3 0.2 -0.3
H 0.695810 0.913855 -1.513450 -0.4 -0.3 1.5